w.
The following is a DFT calculation (wB97M-V/def2-TZVPD) of a cluster of 2 separate species, C4H10O3 in total.

Results
total charge	+1
highest occupied orbital energy (alpha / beta)	-0.5078 / -0.5078	hartree
gap between HOMO and LUMO (alpha / beta)	8.07 / 3.96	eV
<S²>	0.7578
spin multiplicity	2

Element x y z (Å)
O (-3.5146, 0.0859, 0.7852)
C (-2.4962, 0.6683, 0.7722)
C (-1.2899, 0.1489, -0.0903)
C (0.0708, 0.6842, 0.3657)
C (0.5759, 1.6838, -0.7110)
O (0.9177, -0.3898, 0.6219)
H (-2.4255, 1.6413, 1.3001)
H (-1.2636, -0.9318, 0.0713)
H (-1.5969, 0.5639, -1.0511)
H (-0.0250, 1.2309, 1.3108)
H (0.0901, 2.6241, -0.4430)
H (1.6404, 1.9006, -0.6106)
H (0.4685, 1.3086, -1.7263)
H (1.5984, -0.1900, 1.2404)
H (2.7358, -3.0479, -0.9288)
H (1.8449, -4.1842, -0.5855)
O (2.6690, -3.7967, -0.3210)

=====

x.
The following is a DFT calculation (wB97M-V/def2-TZVPD) of a cluster of 2 separate species, C4H10O3 in total.

Results
total charge	+1
highest occupied orbital energy (alpha / beta)	-0.4855 / -0.4855	hartree
gap between HOMO and LUMO (alpha / beta)	7.69 / 3.44	eV
<S²>	0.7601
spin multiplicity	2

Element x y z (Å)
O (-2.9221, -3.2895, -0.5578)
C (-2.2912, -2.4762, -1.1555)
C (-1.0820, -1.8397, -0.5670)
C (-1.4003, -0.5064, 0.2204)
C (-0.0111, 0.0404, 0.6567)
O (-2.0802, -0.7381, 1.4012)
H (-2.5524, -2.1722, -2.1792)
H (-0.6609, -2.5125, 0.1876)
H (-0.3168, -1.5222, -1.2704)
H (-1.8800, 0.2091, -0.4390)
H (0.7123, -0.6350, 1.1271)
H (0.5976, 0.4662, -0.1577)
H (0.0049, 0.8707, 1.3645)
H (-1.6310, -1.4648, 1.8818)
H (5.0542, 5.5956, 0.5108)
H (5.6285, 4.8600, -0.7403)
O (4.8304, 5.1147, -0.2833)

=====

What should be chosen as the most stable of them? Choose x.

=====

w.
The following is a DFT calculation (wB97M-V/def2-TZVPD) of an isolated molecule of C5H5N.

Results
highest occupied orbital energy (alpha / beta)	-0.2953 / -0.3079	hartree
gap between HOMO and LUMO (alpha / beta)	7.13 / 7.41	eV
SMILES	CC1=CC=C=N1

Element x y z (Å)
C (0.1837, 1.2407, 0.3779)
C (0.5673, 0.1167, -0.5051)
C (-0.1727, -1.1430, -0.5646)
C (0.5635, -2.0849, -1.1402)
C (2.1429, -1.0784, -1.1549)
N (1.7611, 0.1359, -1.1122)
H (0.5883, 2.1715, -0.0171)
H (0.5730, 1.1007, 1.3899)
H (-0.9021, 1.2874, 0.4415)
H (-1.1935, -1.1816, -0.2146)
H (0.5319, -3.1402, -1.2689)

=====

x.
The following is a DFT calculation (wB97M-V/def2-TZVPD) of an isolated molecule of C5H5N.

Results
highest occupied orbital energy (alpha / beta)	-0.3168 / -0.3168	hartree
gap between HOMO and LUMO (alpha / beta)	7.94 / 7.94	eV
SMILES	C=C=C=NC=C

Element x y z (Å)
C (1.4413, 0.0364, 2.8448)
C (0.7962, -0.0434, 1.6812)
C (0.5372, -0.1323, 0.4360)
N (0.0264, -0.3076, -0.7416)
C (-1.1323, 0.1155, -1.3438)
C (-1.1655, -0.1117, -2.6389)
H (1.0962, 0.6706, 3.6051)
H (2.3969, -0.6389, 3.0943)
H (-1.7884, 0.7041, -0.7741)
H (-2.0444, 0.0440, -3.2425)
H (-0.1636, -0.3366, -2.9205)

=====

What should be chosen as the most stable of them? Choose x.

=====

w.
The following is a DFT calculation (wB97M-V/def2-TZVPD) of an isolated molecule of C5H5N.

Results
highest occupied orbital energy	-0.3861	hartree
gap between HOMO and LUMO	10.94	eV
SMILES	C#CCCC#N

Element x y z (Å)
C (2.5640, 0.0308, 0.4662)
C (1.4690, 0.2828, 0.0353)
C (0.1166, 0.5192, -0.4558)
C (-0.8201, -0.5700, 0.0678)
C (-2.1990, -0.2736, -0.3506)
N (-3.1169, 0.2524, 0.1178)
H (3.5421, -0.1862, 0.8294)
H (-0.2463, 1.4990, -0.1178)
H (0.0933, 0.5308, -1.5500)
H (-0.5236, -1.5788, -0.2036)
H (-0.8790, -0.5064, 1.1613)

=====

x.
The following is a DFT calculation (wB97M-V/def2-TZVPD) of a cluster of 2 separate species, C5H5N in total.

Results
highest occupied orbital energy	-0.3895	hartree
gap between HOMO and LUMO	10.82	eV
SMILES	C=CC#N.C#C

Element x y z (Å)
C (1.5709, -0.3820, 0.1938)
C (0.8628, 0.7564, 0.3879)
C (1.1882, 1.9689, 1.0759)
N (1.5793, 3.0068, 1.3173)
H (2.5463, -0.6062, 0.6232)
H (0.9244, -1.0255, -0.3814)
H (-0.0329, 0.9436, -0.2340)
C (-1.8957, -0.8583, -0.2951)
C (-2.3988, -1.4769, -1.1665)
H (-1.5427, -0.1894, 0.3768)
H (-2.8019, -2.1374, -1.8980)

=====

y.
The following is a DFT calculation (wB97M-V/def2-TZVPD) of an isolated molecule of C5H5N.

Results
highest occupied orbital energy	-0.3717	hartree
gap between HOMO and LUMO	10.92	eV
SMILES	CC#CCC#N

Element x y z (Å)
C (1.3034, 0.4536, -1.7222)
C (0.7702, 0.4005, -0.3652)
C (0.2058, 0.3054, 0.6972)
C (-0.8183, -0.0454, 1.6896)
C (-1.7015, -1.0197, 1.0133)
N (-2.2527, -1.8056, 0.3679)
H (2.3676, 0.2142, -1.7640)
H (1.1523, 1.4424, -2.1627)
H (0.7674, -0.2719, -2.3459)
H (-0.4077, -0.5064, 2.5898)
H (-1.3866, 0.8330, 2.0021)

=====

What should be chosen as the most stable of them? Choose y.

=====

w.
The following is a DFT calculation (wB97M-V/def2-TZVPD) of a cluster of 2 separate species, CHF2IO in total.

Results
highest occupied orbital energy	-0.3908	hartree
gap between HOMO and LUMO	8.65	eV
SMILES	O=CF.FI

Element x y z (Å)
O (-2.2903, -0.6972, -0.0389)
C (-1.1213, -0.4629, -0.0284)
F (-0.6847, 0.7611, -0.1790)
H (-0.2167, -1.1351, -0.1092)
F (1.7960, 0.8201, 1.0942)
I (2.5170, 0.7141, -0.7388)

=====

x.
The following is a DFT calculation (wB97M-V/def2-TZVPD) of a cluster of 2 separate species, CHF2IO in total.

Results
highest occupied orbital energy (alpha / beta)	-0.3682 / -0.3657	hartree
gap between HOMO and LUMO (alpha / beta)	4.87 / 4.76	eV

Element x y z (Å)
C (-0.6276, 0.0009, 0.0706)
O (-0.2339, -0.7846, 1.0428)
F (-0.6728, 1.3391, 0.2911)
F (0.0867, -0.1884, -1.1532)
I (3.0519, -0.0244, -0.0990)
H (-1.6042, -0.3426, -0.1523)

=====

y.
The following is a DFT calculation (wB97M-V/def2-TZVPD) of a cluster of 2 separate species, CHF2IO in total.

Results
highest occupied orbital energy	-0.3786	hartree
gap between HOMO and LUMO	9.88	eV

Element x y z (Å)
C (0.4580, 0.3489, -1.4300)
O (-0.4860, 0.2486, -0.5491)
F (2.1736, 0.7941, -0.5348)
F (0.4811, 1.5239, -1.9935)
I (1.0568, -1.4193, -2.2777)
H (-1.1692, 0.9238, -0.5064)

=====

What should be chosen as the most stable of them? Choose w.

=====

w.
The following is a DFT calculation (wB97M-V/def2-TZVPD) of a structure of composition C4H8N3P.

Results
highest occupied orbital energy (alpha / beta)	-0.2829 / -0.2829	hartree
gap between HOMO and LUMO (alpha / beta)	8.18 / 8.18	eV

Element x y z (Å)
C (-2.1022, -0.0354, 0.8125)
C (0.0662, -0.2646, 0.0464)
C (-0.7987, 2.0301, 0.6693)
C (2.0155, -1.5870, -1.2101)
N (-1.9783, -1.3075, 0.5637)
N (-0.9359, -1.8852, 0.2848)
N (-0.8653, 0.5719, 0.5602)
P (1.7826, -0.3284, 0.0891)
H (-2.9038, 0.5072, 1.2864)
H (-0.4091, 2.4579, -0.2327)
H (-1.8084, 2.3858, 0.9175)
H (-0.0910, 2.3712, 1.4000)
H (2.6031, -2.5747, -0.9465)
H (2.4110, -1.1551, -2.0762)
H (1.0029, -1.9982, -1.3721)
H (2.0115, 0.8120, -0.7924)

=====

x.
The following is a DFT calculation (wB97M-V/def2-TZVPD) of an isolated molecule of C4H8N3P.

Results
highest occupied orbital energy (alpha / beta)	-0.2828 / -0.2828	hartree
gap between HOMO and LUMO (alpha / beta)	7.88 / 7.88	eV

Element x y z (Å)
C (0.9545, -1.0688, -0.1965)
C (-2.1788, -0.7678, 0.3766)
C (1.3869, 0.3665, 0.0547)
C (0.3062, 0.9733, 0.9579)
N (0.2887, -1.6655, -1.0482)
N (-3.0110, -1.5458, 0.1157)
N (-0.9702, 1.1317, -1.4298)
P (-1.4246, 1.0853, 0.0698)
H (2.3901, 0.5034, 0.5766)
H (1.4479, 0.8468, -1.0026)
H (0.2259, 0.5408, 2.0038)
H (0.5258, 1.9608, 1.0368)
H (0.0241, -1.1488, -1.8691)
H (-3.8053, -1.9758, -0.2431)
H (-1.6257, 1.1627, -2.1829)
H (1.2317, -1.6015, 0.7120)

=====

What should be chosen as the most stable of them? Choose x.

=====

w.
The following is a DFT calculation (wB97M-V/def2-TZVPD) of a cluster of 3 separate species, C6H13P in total.

Results
highest occupied orbital energy (alpha / beta)	-0.3118 / -0.2863	hartree
gap between HOMO and LUMO (alpha / beta)	8.30 / 7.95	eV

Element x y z (Å)
C (-2.1244, -0.6465, 0.1986)
C (5.2277, -1.1134, 0.4667)
C (3.9676, -1.5350, 0.5881)
C (-3.2074, -0.0879, -0.6722)
C (-2.5207, -1.7314, 1.1211)
C (-1.1538, 1.8878, -1.9499)
P (-0.5332, -0.1771, 0.0171)
H (6.0448, -1.7298, 0.7820)
H (5.7149, -0.3628, -0.0992)
H (3.0043, -1.0585, 0.2207)
H (3.6639, -2.2600, 1.3921)
H (-4.0861, -0.3896, -0.2167)
H (-3.1201, 0.9236, -0.4942)
H (-3.2587, -0.2697, -1.6832)
H (-1.6298, -2.0860, 1.7715)
H (-2.7719, -2.6033, 0.4952)
H (-3.4013, -1.3398, 1.7083)
H (-0.2706, 1.8363, -2.5433)
H (-2.0398, 1.6279, -2.3821)
H (-1.1410, 2.4739, -1.0117)

=====

x.
The following is a DFT calculation (wB97M-V/def2-TZVPD) of a cluster of 2 separate species, C6H13P in total.

Results
highest occupied orbital energy (alpha / beta)	-0.2744 / -0.2722	hartree
gap between HOMO and LUMO (alpha / beta)	7.93 / 7.29	eV

Element x y z (Å)
C (1.3778, -0.3591, 0.0173)
C (2.3355, 0.4281, -0.7682)
C (2.2556, 0.7108, 0.7093)
C (-0.7833, -0.9442, 1.5588)
C (-2.2686, 1.8775, -0.4016)
C (-0.7092, -1.5201, -1.1514)
P (-0.3305, -0.1184, -0.0054)
H (3.3333, -0.0572, -1.0223)
H (1.7574, 1.1072, -1.4989)
H (1.8729, 1.4781, 1.1836)
H (3.1547, 0.1786, 1.1855)
H (-0.2058, -0.5494, 2.3134)
H (-1.8931, -0.9517, 1.5562)
H (-0.4403, -2.0422, 1.6360)
H (-3.0737, 1.3657, -0.1351)
H (-1.8516, 2.6534, 0.1167)
H (-2.0931, 1.9288, -1.4144)
H (-0.1754, -1.3297, -1.9654)
H (-0.4694, -2.4737, -0.5331)
H (-1.7931, -1.3826, -1.3810)

=====

What should be chosen as the most stable of them? Choose w.

=====

w.
The following is a DFT calculation (wB97M-V/def2-TZVPD) of an isolated molecule of C4H3NO2.

Results
highest occupied orbital energy (alpha / beta)	-0.3226 / -0.3226	hartree
gap between HOMO and LUMO (alpha / beta)	7.86 / 7.85	eV
SMILES	O=C=C/C=C\N=O

Element x y z (Å)
O (-2.2505, -1.7927, 0.3446)
C (-1.6917, -0.9405, -0.1323)
C (-1.0537, -0.1026, -0.8503)
C (0.1167, 0.6722, -0.5322)
C (1.0181, 0.5447, 0.4980)
N (1.0488, -0.5655, 1.2307)
O (1.9093, -0.7183, 2.1035)
H (-1.4987, 0.1395, -1.8650)
H (0.4493, 1.5793, -1.0793)
H (1.9524, 1.1838, 0.2824)

=====

x.
The following is a DFT calculation (wB97M-V/def2-TZVPD) of an isolated molecule of C4H3NO2.

Results
highest occupied orbital energy	-0.3806	hartree
gap between HOMO and LUMO	9.74	eV
SMILES	C#CC(=O)NC=O

Element x y z (Å)
C (-2.9317, -0.4543, 0.3043)
C (-1.7682, -0.0707, 0.0222)
C (-0.4687, 0.3542, -0.2027)
O (-0.1785, 1.5243, -0.1196)
N (0.4485, -0.7160, -0.3679)
C (1.7675, -0.7018, 0.0362)
O (2.5777, 0.2525, 0.3314)
H (-3.9805, -0.6350, 0.2304)
H (-0.0197, -1.5766, -0.1641)
H (2.0741, -1.7558, -0.1454)

=====

y.
The following is a DFT calculation (wB97M-V/def2-TZVPD) of an isolated molecule of C4H3NO2.

Results
highest occupied orbital energy	-0.3826	hartree
gap between HOMO and LUMO	9.19	eV
SMILES	N#C/C(O)=C/C=O

Element x y z (Å)
N (3.2693, 1.1618, -0.0938)
C (2.1700, 0.8147, 0.0167)
C (0.8545, 0.3528, 0.0365)
O (0.6498, -1.3004, 0.0648)
C (-0.2734, 1.0394, 0.0968)
C (-1.5315, 0.3182, -0.1277)
O (-2.6326, 0.8226, -0.1768)
H (1.1202, -1.7831, -0.7259)
H (-0.1388, 2.1932, 0.0889)
H (-1.4071, -0.8435, -0.1535)

=====

z.
The following is a DFT calculation (wB97M-V/def2-TZVPD) of an isolated molecule of C4H3NO2.

Results
highest occupied orbital energy	-0.3623	hartree
gap between HOMO and LUMO	10.04	eV
SMILES	O=Cc1ncco1

Element x y z (Å)
O (2.1892, 1.0893, -0.6189)
C (1.9240, 0.0353, -0.1005)
C (0.5942, -0.1810, 0.5190)
N (-0.0371, -1.0908, -0.1624)
C (-1.3046, -0.5936, -0.3044)
C (-1.3993, 0.5722, 0.3808)
O (-0.1857, 0.8499, 0.9182)
H (2.4865, -0.8995, -0.2613)
H (-1.9920, -1.0597, -0.9889)
H (-2.2008, 1.2693, 0.5641)

=====

What should be chosen as the most stable of them? Choose z.

=====

w.
The following is a DFT calculation (wB97M-V/def2-TZVPD) of an isolated molecule of C4H3NO2.

Results
highest occupied orbital energy	-0.3901	hartree
gap between HOMO and LUMO	9.37	eV
SMILES	N#CC(=O)CC=O

Element x y z (Å)
N (-0.8120, 2.3580, 1.3571)
C (-0.8645, 1.3907, 0.7476)
C (-0.9321, 0.2670, -0.1867)
O (-1.8967, 0.0816, -0.8957)
C (0.0514, -0.8708, 0.1567)
C (1.3196, -0.3848, -0.4753)
O (2.0075, -0.9002, -1.2851)
H (-0.2603, -1.8155, -0.2905)
H (0.1981, -0.9343, 1.2376)
H (1.1891, 0.8083, -0.3657)

=====

x.
The following is a DFT calculation (wB97M-V/def2-TZVPD) of an isolated molecule of C4H3NO2.

Results
highest occupied orbital energy	-0.3850	hartree
gap between HOMO and LUMO	10.28	eV
SMILES	O=Cc1ccon1

Element x y z (Å)
O (1.3942, -0.2766, -2.0634)
C (1.3892, 0.4243, -1.0805)
C (0.1660, 0.5852, -0.2348)
C (-0.6671, -0.5523, -0.1675)
C (-1.2268, -0.4752, 1.0529)
O (-0.8592, 0.6650, 1.6616)
N (0.0413, 1.3650, 0.8121)
H (2.3180, 0.7894, -0.6126)
H (-0.7006, -1.3154, -0.9209)
H (-1.8421, -1.2123, 1.5549)

=====

What should be chosen as the most stable of them? Choose w.